Entry 1:
117
Properties=species:S:1:pos:R:3 method="wB97M-V/def2-TZVPD" charge=+1 e_lumo_ev=-2.54 homo_energy_ev=-11.411 fmax_ev_per_a=2.3 homo_lumo_gap_ev=8.87 molar_mass_g_mol=910.84
N 1.268 -0.543 3.164
C 1.128 0.631 2.318
C 0.781 0.313 0.863
C 0.638 1.504 -0.116
P 0.030 0.757 -1.735
S 0.020 -1.155 -1.967
C -0.256 2.677 0.470
C -1.663 2.986 -0.050
C -2.725 2.020 0.482
C -2.920 1.937 1.915
O -2.216 0.876 1.109
C 0.604 3.943 0.413
N 1.967 3.361 0.591
C 1.985 2.237 -0.422
P 3.748 1.503 -0.521
N 3.394 -0.103 -0.875
O 4.183 2.181 -1.944
H 1.812 -1.259 2.694
H 0.359 -0.952 3.346
H 2.086 1.174 2.378
H 0.359 1.251 2.779
H -0.149 -0.248 0.856
H 1.545 -0.349 0.465
H 0.798 1.483 -2.669
H -1.228 1.328 -1.932
H -0.364 2.492 1.534
H -1.930 3.998 0.265
H -1.686 2.997 -1.139
H -3.607 1.921 -0.154
H -2.232 2.441 2.583
H -3.717 1.342 2.333
H 0.562 4.484 -0.529
H 0.318 4.563 1.258
H 2.765 3.992 0.520
H 1.981 2.936 1.522
H 1.827 2.767 -1.367
H 3.938 -0.734 -0.293
H 3.574 -0.409 -1.829
H 3.595 2.031 -2.693
C 6.055 -4.561 -5.057
C 4.952 -3.962 -4.236
C 4.684 -2.484 -4.450
O 4.191 -2.073 -3.159
C 4.701 -2.927 -2.234
O 4.620 -2.745 -1.056
O 5.287 -3.968 -2.821
H 6.175 -5.620 -4.838
H 5.831 -4.472 -6.120
H 7.001 -4.059 -4.850
H 4.025 -4.531 -4.336
H 3.934 -2.271 -5.206
H 5.603 -1.933 -4.659
C 1.371 -5.201 1.483
C -0.058 -4.877 1.143
C -0.651 -3.661 1.827
O -2.040 -3.993 1.892
C -2.149 -5.349 1.893
O -3.153 -5.939 2.112
O -0.952 -5.908 1.611
H 1.708 -6.084 0.944
H 2.016 -4.365 1.204
H 1.474 -5.390 2.552
H -0.197 -4.800 0.060
H -0.533 -2.734 1.268
H -0.272 -3.542 2.846
C -6.675 -2.600 -0.128
C -5.908 -1.499 0.549
C -6.028 -1.432 2.061
O -5.847 -0.027 2.314
C -6.239 0.648 1.205
O -6.369 1.831 1.169
O -6.427 -0.196 0.178
H -6.525 -2.571 -1.205
H -6.330 -3.566 0.241
H -7.742 -2.500 0.076
H -4.853 -1.514 0.260
H -5.268 -1.999 2.591
H -7.023 -1.723 2.405
C 0.102 8.684 5.263
C -0.735 7.471 4.971
C -0.093 6.127 5.262
O -0.720 5.272 4.286
C -1.133 6.047 3.259
O -1.582 5.612 2.238
O -0.985 7.342 3.546
H -0.442 9.596 5.024
H 0.356 8.705 6.323
H 1.022 8.665 4.678
H -1.713 7.537 5.454
H -0.283 5.739 6.257
H 0.981 6.148 5.064
C 5.624 -5.503 -12.072
C 5.259 -5.460 -10.614
C 5.580 -4.169 -9.882
O 5.814 -4.629 -8.543
C 6.219 -5.927 -8.612
O 6.655 -6.533 -7.689
O 6.050 -6.402 -9.858
H 5.356 -6.463 -12.509
H 5.090 -4.719 -12.608
H 6.696 -5.353 -12.198
H 4.210 -5.729 -10.460
H 4.773 -3.441 -9.881
H 6.498 -3.713 -10.259
C -5.659 2.483 4.525
C -5.043 2.817 5.854
C -5.625 2.119 7.069
O -5.375 3.067 8.112
C -5.295 4.299 7.554
O -5.246 5.318 8.160
O -5.263 4.197 6.204
H -5.181 3.039 3.720
H -5.543 1.420 4.318
H -6.721 2.732 4.513
H -3.957 2.671 5.826
H -5.149 1.175 7.319
H -6.704 1.979 6.969

=====

Entry 2:
74
Properties=species:S:1:pos:R:3 method="wB97M-V/def2-TZVPD" charge=-2 e_lumo_ev="3.71 / 3.70" homo_energy_ev="1.885 / -0.506" fmax_ev_per_a=3.9 homo_lumo_gap_ev="1.83 / 4.21" molar_mass_g_mol=680.85 spin_multiplicity=8
C 0.324 -0.680 -4.367
C 0.159 -1.476 -3.053
C -0.159 0.754 -4.097
C -0.932 0.699 -2.747
H -0.806 1.058 -4.930
H 0.702 1.421 -4.068
C -1.047 -0.831 -2.394
H 1.063 -1.331 -2.449
H 0.018 -2.537 -3.288
C -1.184 -1.065 -0.901
H -1.951 -1.260 -2.856
H -1.955 1.083 -2.898
C -0.274 1.481 -1.632
C 1.732 -0.779 -4.919
C -0.468 -1.294 -5.539
O -0.972 -0.654 -6.442
O 2.741 -0.599 -4.233
O 1.789 -1.100 -6.221
O -0.513 -2.643 -5.496
C -0.998 -3.193 -6.730
H -0.962 -4.268 -6.593
H -0.339 -2.873 -7.538
H -2.015 -2.850 -6.920
C 3.107 -1.232 -6.755
H 3.664 -0.295 -6.629
H 2.970 -1.465 -7.805
H 3.653 -2.041 -6.250
O -0.510 -0.037 -0.206
H -0.812 -2.061 -0.577
H -2.246 -1.001 -0.629
C -1.098 2.544 -0.979
C 1.206 1.640 -1.625
H 1.549 2.445 -2.310
H 1.736 0.717 -1.900
H 1.563 1.932 -0.620
H -0.677 2.837 -0.004
H -2.121 2.183 -0.800
H -1.159 3.457 -1.606
Gd 0.181 0.123 1.741
C -2.643 -0.794 3.705
C -3.430 -0.669 2.526
C -3.033 -1.682 1.621
H -4.238 0.058 2.354
C -1.974 -2.421 2.223
C -1.750 -1.878 3.519
H -1.022 -2.262 4.239
H -2.738 -0.182 4.604
H -3.488 -1.905 0.658
H -1.454 -3.281 1.783
C 2.668 0.108 1.992
C 2.177 -0.801 2.984
C 1.551 -1.904 2.319
H 2.357 -0.712 4.053
C 1.702 -1.702 0.906
C 2.397 -0.466 0.710
H 2.759 -0.082 -0.242
H 3.214 1.037 2.163
H 1.116 -2.781 2.795
H 1.421 -2.392 0.108
O -0.087 4.305 4.622
C -0.069 3.480 5.682
C 0.034 4.042 6.967
C 0.073 3.213 8.089
C -0.003 1.818 7.951
C -0.105 1.255 6.673
C -0.138 2.067 5.541
C -0.107 1.484 4.200
O -0.074 0.202 4.096
O -0.076 2.195 3.120
H -0.115 3.707 3.820
H 0.088 5.126 7.043
H 0.164 3.657 9.079
H 0.022 1.175 8.828
H -0.157 0.176 6.530

=====

Entry 3:
74
Properties=species:S:1:pos:R:3 method="wB97M-V/def2-TZVPD" charge=-1 e_lumo_ev=2.22 homo_energy_ev=-3.391 fmax_ev_per_a=3.9 homo_lumo_gap_ev=5.61 molar_mass_g_mol=452.36
C 0.770 0.613 3.325
C 0.809 2.157 2.800
P -0.968 2.623 2.218
C -1.319 4.252 3.114
C -2.914 4.562 3.201
B -0.978 2.855 0.279
C -0.304 4.372 0.021
C 0.276 4.520 -1.464
C 0.290 6.061 -1.988
O 0.019 6.013 -3.437
C 1.243 6.049 -4.149
C 2.415 4.965 -3.973
O 1.450 6.992 -4.939
C -2.482 2.923 -0.369
C -3.126 1.515 -0.760
C -4.465 1.146 0.024
O -4.932 1.744 0.999
O -5.160 -0.033 -0.439
C 0.046 1.791 -0.438
O 0.005 0.453 0.190
C 1.079 -0.317 -0.404
H 1.355 -0.086 2.623
H 1.152 0.539 4.401
H -0.329 0.288 3.233
H 1.527 2.145 1.906
H 1.213 2.875 3.584
H -0.947 4.259 4.204
H -0.858 5.181 2.631
H -3.142 5.328 4.026
H -3.313 4.976 2.219
H -3.395 3.557 3.480
H 0.481 4.494 0.842
H -1.127 5.162 0.198
H -0.351 3.915 -2.200
H 1.364 4.185 -1.474
H 1.319 6.505 -1.773
H -0.530 6.613 -1.417
H 3.263 5.448 -3.387
H 2.041 3.996 -3.507
H 2.777 4.729 -5.035
H -3.157 3.450 0.402
H -2.455 3.630 -1.275
H -3.414 1.579 -1.875
H -2.431 0.619 -0.671
H -4.441 -0.673 -0.648
H -0.226 1.741 -1.556
H 1.134 2.148 -0.284
H 1.952 -0.294 0.337
H 0.770 -1.399 -0.618
H 1.335 0.190 -1.403
C 0.840 -7.811 2.301
O 1.166 -8.205 0.978
C 0.051 -8.182 0.086
C 0.178 -7.036 -0.917
N -0.015 -5.738 -0.274
C 0.362 -4.596 -1.110
C 1.829 -4.496 -1.561
O 2.747 -4.236 -0.501
C 3.153 -5.386 0.221
H 1.688 -8.056 2.945
H 0.671 -6.732 2.360
H -0.038 -8.347 2.671
H -0.904 -8.146 0.619
H 0.080 -9.126 -0.468
H -0.572 -7.162 -1.705
H 1.171 -7.110 -1.375
H 0.538 -5.703 0.575
H 0.128 -3.697 -0.532
H -0.286 -4.577 -1.993
H 1.900 -3.632 -2.229
H 2.151 -5.358 -2.154
H 3.207 -6.277 -0.408
H 2.487 -5.553 1.071
H 4.149 -5.194 0.628

=====

Entry 4:
70
Properties=species:S:1:pos:R:3 method="wB97M-V/def2-TZVPD" charge=+4 e_lumo_ev="-12.08 / -15.00" homo_energy_ev="-18.563 / -20.305" fmax_ev_per_a=0.8 homo_lumo_gap_ev="6.48 / 5.31" molar_mass_g_mol=638.88 spin_multiplicity=6
Ir -0.070 -0.926 0.453
C 1.041 2.264 3.637
C 0.817 1.564 2.459
N 0.495 0.259 2.400
C 0.380 -0.404 3.551
C 0.604 0.214 4.804
C 0.940 1.585 4.832
C 0.491 -0.543 5.986
C 0.155 -1.914 5.943
C -0.087 -2.557 4.720
C -0.435 -3.927 4.654
C -0.684 -4.487 3.420
C -0.582 -3.678 2.297
N -0.237 -2.375 2.325
C 0.006 -1.824 3.509
H 1.296 3.314 3.605
H 0.909 2.065 1.503
H 1.116 2.085 5.778
H 0.662 -0.070 6.947
H 0.078 -2.470 6.871
H -0.507 -4.514 5.563
H -0.957 -5.528 3.314
H -0.794 -4.092 1.319
N -0.245 -2.454 -1.239
C 0.778 -2.457 -2.325
C 2.172 -2.746 -1.796
C 2.807 -1.588 -1.047
N 2.203 -1.380 0.301
H -0.330 -3.402 -0.879
H -1.153 -2.253 -1.655
H 0.745 -1.475 -2.800
H 0.501 -3.195 -3.078
H 2.813 -2.999 -2.641
H 2.158 -3.641 -1.163
H 2.665 -0.662 -1.609
H 3.880 -1.750 -0.942
H 2.723 -0.645 0.776
H 2.362 -2.217 0.860
C -3.854 1.073 1.047
C -3.411 -0.231 0.482
C -4.410 -1.252 0.057
O -2.199 -0.474 0.368
H -4.889 1.299 0.802
H -3.195 1.877 0.722
H -3.782 1.003 2.138
H -5.429 -0.961 0.290
H -4.182 -2.212 0.523
H -4.324 -1.393 -1.025
C 2.992 4.125 -3.217
C 3.012 2.638 -3.542
C 1.618 2.041 -3.674
S 0.571 2.392 -2.216
O 0.200 1.159 -1.483
C -0.874 3.364 -2.683
C -1.983 2.509 -3.306
C -1.681 1.972 -4.697
H 4.003 4.518 -3.141
H 2.504 4.328 -2.254
H 2.476 4.698 -3.989
H 3.601 2.071 -2.818
H 3.492 2.474 -4.510
H 1.579 0.953 -3.749
H 1.046 2.490 -4.492
H -0.451 4.107 -3.367
H -1.181 3.876 -1.769
H -2.840 3.187 -3.342
H -2.253 1.708 -2.615
H -1.303 2.752 -5.359
H -2.596 1.592 -5.149
H -0.971 1.141 -4.682

=====

Entry 5:
9
Properties=species:S:1:pos:R:3 method="wB97M-V/def2-TZVPD" charge=+1 e_lumo_ev="-6.47 / -8.13" homo_energy_ev="-11.532 / -16.478" fmax_ev_per_a=10.7 homo_lumo_gap_ev="5.06 / 8.35" molar_mass_g_mol=268.02 spin_multiplicity=4
C -1.337 -0.331 0.094
C -2.103 0.754 -0.039
H -1.679 1.704 -0.368
H -1.760 -1.307 0.341
H -3.170 0.724 0.186
O 0.809 -1.336 -0.126
C 0.144 -0.266 0.019
O 0.754 0.846 0.019
Au 2.301 -0.165 -0.146

=====

Entry 6:
12
Properties=species:S:1:pos:R:3 method="wB97M-V/def2-TZVPD" charge=-1 e_lumo_ev=4.45 homo_energy_ev=-2.780 fmax_ev_per_a=2.6 homo_lumo_gap_ev=7.23 molar_mass_g_mol=101.08
C 0.019 -1.655 0.902
C 0.398 0.284 -0.245
C -0.423 0.831 -1.347
N 0.372 -1.232 -0.260
N -0.101 0.794 1.065
O 0.725 1.417 1.746
O -0.199 -0.862 1.860
H 0.095 -2.710 1.255
H 1.429 0.443 -0.370
H -1.412 0.629 -0.953
H -0.319 0.111 -2.153
H -0.584 1.950 -1.501

=====

Entry 7:
44
Properties=species:S:1:pos:R:3 method="wB97M-V/def2-TZVPD" charge=+4 e_lumo_ev="-13.74 / -17.97" homo_energy_ev="-22.013 / -23.463" fmax_ev_per_a=9.7 homo_lumo_gap_ev="8.27 / 5.49" molar_mass_g_mol=426.44 spin_multiplicity=5
N 1.392 -2.448 -1.455
C 1.843 -3.349 -2.031
C 2.204 -4.690 -2.289
H 3.186 -4.823 -1.824
H 2.229 -4.781 -3.375
H 1.427 -5.312 -1.807
N -2.299 1.334 -1.130
C -2.969 1.946 -1.880
C -4.247 2.439 -2.298
H -4.417 2.323 -3.361
H -4.387 3.470 -1.990
H -4.967 1.820 -1.761
N 1.621 2.165 1.797
C 2.542 2.525 2.415
C 3.386 2.876 3.503
H 2.718 3.075 4.351
H 3.965 3.758 3.222
H 4.030 2.010 3.709
Ru 0.013 0.444 -0.613
C -0.828 0.990 1.006
O -1.444 1.420 1.897
C -1.092 -1.056 -0.693
O -1.866 -1.937 -0.726
C 0.904 0.021 -2.563
C 1.944 0.086 -1.649
C 2.114 1.168 -0.813
C 1.258 2.257 -0.923
C 0.171 2.195 -1.795
C -0.020 1.072 -2.614
H 0.714 -0.846 -3.177
H 2.690 -0.694 -1.563
H 2.936 1.144 -0.107
H 1.340 3.128 -0.293
H -0.495 3.045 -1.829
H -0.839 1.003 -3.311
N 1.184 -2.822 2.231
C 1.352 -1.753 3.092
C 1.116 -0.624 2.377
N 0.849 -0.953 1.072
C 0.831 -2.280 1.039
H 1.186 -3.824 2.392
H 1.574 -1.855 4.141
H 1.104 0.386 2.739
H 0.541 -2.932 0.245

=====

Entry 8:
59
Properties=species:S:1:pos:R:3 method="wB97M-V/def2-TZVPD" charge=+1 e_lumo_ev=-3.85 homo_energy_ev=-11.133 fmax_ev_per_a=2.0 homo_lumo_gap_ev=7.29 molar_mass_g_mol=472.76
C -2.168 2.463 3.172
O -2.043 1.060 3.228
C -0.755 0.559 2.888
C -0.553 -0.749 3.678
C 0.711 -1.145 4.057
C 0.916 -2.453 4.538
C -0.146 -3.331 4.685
C -1.419 -2.884 4.411
C -1.644 -1.578 3.929
H -3.248 2.623 3.037
H -1.855 2.915 4.108
H -1.634 2.902 2.337
H 0.024 1.254 3.078
H 1.547 -0.407 4.031
H 1.926 -2.757 4.792
H 0.025 -4.339 4.994
H -2.288 -3.532 4.554
H -2.675 -1.200 3.789
C -0.412 0.483 1.363
Zr 0.299 0.312 -1.633
C 2.152 1.553 -1.636
C -0.296 1.143 -3.814
C -1.351 0.278 -3.374
C -2.088 0.965 -2.338
C -3.180 0.561 -1.535
C -3.603 1.420 -0.537
C -2.998 2.679 -0.329
C -1.951 3.109 -1.120
C -1.447 2.241 -2.135
C -0.327 2.341 -3.032
C -0.057 -2.053 -1.767
C 0.576 -1.714 -2.998
C 1.980 -1.547 -2.758
C 3.052 -1.218 -3.614
C 4.309 -1.025 -3.060
C 4.532 -1.181 -1.673
C 3.498 -1.543 -0.819
C 2.192 -1.715 -1.343
C 0.912 -1.959 -0.722
H -1.192 -0.150 0.842
H 0.586 0.027 1.285
H -0.384 1.496 0.901
H 2.662 1.611 -2.611
H 1.882 2.589 -1.368
H 2.903 1.219 -0.910
H 0.349 0.963 -4.661
H -1.702 -0.629 -3.838
H -3.661 -0.391 -1.743
H -4.450 1.137 0.110
H -3.385 3.319 0.461
H -1.492 4.093 -1.004
H 0.280 3.216 -3.136
H -1.087 -2.396 -1.650
H 0.166 -1.783 -4.003
H 2.869 -1.138 -4.688
H 5.160 -0.758 -3.700
H 5.536 -1.021 -1.283
H 3.657 -1.700 0.249
H 0.792 -2.233 0.316